Entry 1:
A cluster of 2 separate species, C3H2BrClN2 in total at a distorted geometry. Source: the OMol25 dataset; level of theory: ωB97M-V/def2-TZVPD.

```
! wB97M-V def2-TZVPD RIJCOSX def2/J DEFGRID3
* xyz 0 1
N -1.257 0.687 -1.247
N -1.426 1.517 -0.418
Br -1.217 3.472 1.605
H -1.151 0.833 -2.226
C -0.317 -1.191 1.625
C 0.870 -1.122 1.811
H 1.749 -0.866 2.314
C -1.818 1.995 0.593
Cl -1.895 -1.437 1.299
*
```

Its frontier orbital gap is 8.320 eV. The HOMO energy comes out at -0.3240 Ha. For the energy above the lowest of the compared OMol25 structures with the same formula, charge and spin, the calculation gives 112.7 kcal/mol. Its LUMO energy is -0.50 eV. The value obtained for the largest force on an atom is 4.01 eV/A.

Atomic partial charges in e from the Mulliken method, atoms 1 to 8: number 1, N, carries -0.84; number 2, N, carries 0.59; number 3, Br, carries -0.04; number 4, H, carries 0.23; number 5, C, carries -0.15; number 6, C, carries -0.11; number 7, H, carries 0.37; number 8, C, carries 0.07

---

Entry 2:
An isolated molecule of C3H2BrClO at a distorted geometry. Source: the OMol25 dataset; level of theory: ωB97M-V/def2-TZVPD.

```
! wB97M-V def2-TZVPD RIJCOSX def2/J DEFGRID3
* xyz 0 3
Br -0.180 2.334 0.152
H 0.463 -1.598 1.089
C -0.706 -0.040 -1.236
H -0.458 -1.107 -1.118
C -0.131 0.533 -0.084
O -1.103 0.583 -2.221
C 0.749 -0.605 0.995
Cl 1.366 -0.099 2.422
*
```

Its frontier orbital gap (spin up / spin down) is 8.879 / 7.782 eV. The expectation value of S² is 2.02. The HOMO energy (spin up / spin down) comes out at -0.3035 / -0.3757 Ha. For the energy above the lowest of the compared OMol25 structures with the same formula, charge and spin, the calculation gives 16.4 kcal/mol. Its LUMO energy (spin up / spin down) is 0.62 / -2.44 eV. The value obtained for the largest force on an atom is 4.66 eV/A.

Population analysis type Mulliken, resulting atomic charges in e: number 1, Br, carries 0.01; number 2, H, carries 0.37; number 3, C, carries 0.17; number 4, H, carries 0.25; number 5, C, carries 0.15; number 6, O, carries -0.49; number 7, C, carries -0.37; number 8, Cl, carries -0.10

---

Entry 3:
An isolated molecule of C3H2BrF3 at a distorted geometry. Source: the OMol25 dataset; level of theory: ωB97M-V/def2-TZVPD.

```
! wB97M-V def2-TZVPD RIJCOSX def2/J DEFGRID3
* xyz 0 1
C 0.289 0.375 -1.189
C -0.319 -0.220 1.514
F 1.604 0.636 -1.424
F -0.067 -1.812 -0.190
H -0.149 -0.042 -2.119
C 0.044 -0.467 0.049
H -0.319 1.412 -1.217
F -0.551 -1.314 2.258
Br -0.530 1.433 2.318
*
```

Its frontier orbital gap is 9.427 eV. Its SMILES is FC/C(F)=C(/F)Br. The HOMO energy comes out at -0.3373 Ha. For the energy above the lowest of the compared OMol25 structures with the same formula, charge and spin, the calculation gives 46.2 kcal/mol. Its LUMO energy is 0.25 eV. The value obtained for the largest force on an atom is 6.85 eV/A.

Atomic partial charges in e from the Mulliken method, atoms 1 to 8: number 1, C, carries -0.23; number 2, C, carries 0.10; number 3, F, carries -0.25; number 4, F, carries -0.26; number 5, H, carries 0.22; number 6, C, carries 0.43; number 7, H, carries 0.23; number 8, F, carries -0.20

---

Entry 4:
An isolated molecule of C3H2BrF3O at a distorted geometry. Source: the OMol25 dataset; level of theory: ωB97M-V/def2-TZVPD.

```
! wB97M-V def2-TZVPD RIJCOSX def2/J DEFGRID3
* xyz 0 1
F 1.378 -2.830 -0.764
F 0.382 -2.091 -2.511
Br -1.538 -0.001 -1.628
H -0.407 -0.939 0.456
F -0.841 -2.874 -1.090
H 2.092 0.055 -1.511
C 0.239 -2.149 -1.212
C -0.035 -0.790 -0.648
O 1.267 1.349 0.049
C 1.342 0.428 -0.675
*
```

Its frontier orbital gap is 10.167 eV. Its SMILES is O=C[C@@H](Br)C(F)(F)F. The HOMO energy comes out at -0.3750 Ha. For the energy above the lowest of the compared OMol25 structures with the same formula, charge and spin, the calculation gives 12.2 kcal/mol. Its LUMO energy is -0.04 eV. The value obtained for the largest force on an atom is 4.19 eV/A.

Atomic partial charges in e from the Mulliken method, atoms 1 to 8: number 1, F, carries -0.26; number 2, F, carries -0.23; number 3, Br, carries -0.05; number 4, H, carries 0.37; number 5, F, carries -0.23; number 6, H, carries 0.27; number 7, C, carries 0.72; number 8, C, carries -0.46

---

Entry 5:
A cluster of 2 separate species, C3H2Cl2 in total at a distorted geometry. Source: the OMol25 dataset; level of theory: ωB97M-V/def2-TZVPD.

```
! wB97M-V def2-TZVPD RIJCOSX def2/J DEFGRID3
* xyz 0 1
Cl -2.662 -1.204 0.046
H 1.200 -0.579 1.510
C -0.440 0.119 -0.104
H 1.578 0.366 -1.492
Cl -1.392 1.497 0.121
C 0.963 0.093 -0.669
C 0.753 -0.292 0.587
*
```

Its frontier orbital gap (spin up / spin down) is 7.687 / 7.684 eV. The HOMO energy (spin up / spin down) comes out at -0.3402 / -0.3402 Ha. For the energy above the lowest of the compared OMol25 structures with the same formula, charge and spin, the calculation gives 59.4 kcal/mol. Its LUMO energy (spin up / spin down) is -1.57 / -1.57 eV. The value obtained for the largest force on an atom is 3.69 eV/A.

Population analysis type Mulliken, resulting atomic charges in e: number 1, Cl, carries -0.44; number 2, H, carries 0.34; number 3, C, carries 0.04; number 4, H, carries 0.37; number 5, Cl, carries -0.05; number 6, C, carries -0.10; number 7, C, carries -0.16

---

Entry 6:
An isolated molecule of C3H2Cl2O at a distorted geometry. Source: the OMol25 dataset; level of theory: ωB97M-V/def2-TZVPD.

```
! wB97M-V def2-TZVPD RIJCOSX def2/J DEFGRID3
* xyz 0 1
Cl -0.454 1.584 -0.025
C 1.955 -0.124 0.019
H 0.759 -1.844 0.056
C -0.459 -0.056 0.268
C 0.749 -0.789 0.176
H 1.636 1.043 -0.088
O 3.123 -0.563 -0.121
Cl -1.949 -0.930 -0.080
*
```

Its frontier orbital gap is 8.640 eV. Its SMILES is O=CC=C(Cl)Cl. The HOMO energy comes out at -0.3647 Ha. For the energy above the lowest of the compared OMol25 structures with the same formula, charge and spin, the calculation gives 40.3 kcal/mol. Its LUMO energy is -1.28 eV. The value obtained for the largest force on an atom is 5.35 eV/A.

Population analysis type Mulliken, resulting atomic charges in e: number 1, Cl, carries -0.15; number 2, C, carries 0.10; number 3, H, carries 0.36; number 4, C, carries 0.45; number 5, C, carries -0.28; number 6, H, carries 0.17; number 7, O, carries -0.52; number 8, Cl, carries -0.13

---

Entry 7:
A cluster of 2 separate species, C3H2Cl2O2 in total at a distorted geometry. Source: the OMol25 dataset; level of theory: ωB97M-V/def2-TZVPD.

```
! wB97M-V def2-TZVPD RIJCOSX def2/J DEFGRID3
* xyz 0 1
H 2.361 -1.413 -0.019
C -1.870 1.908 -0.015
Cl 3.635 -1.511 -0.033
C -4.647 -0.583 0.028
H -1.137 1.089 0.021
C -3.790 0.286 0.026
Cl -5.597 -1.905 -0.030
O -3.186 1.473 0.026
O -1.634 3.064 -0.083
*
```

Its frontier orbital gap is 10.020 eV. Its SMILES is O=COC#CCl.Cl. The HOMO energy comes out at -0.3616 Ha. For the energy above the lowest of the compared OMol25 structures with the same formula, charge and spin, the calculation gives 79.9 kcal/mol. Its LUMO energy is 0.18 eV. The value obtained for the largest force on an atom is 2.86 eV/A.

Atomic partial charges in e from the Mulliken method, atoms 1 to 8: number 1, H, carries 0.24; number 2, C, carries 0.29; number 3, Cl, carries -0.24; number 4, C, carries 0.49; number 5, H, carries 0.27; number 6, C, carries -0.13; number 7, Cl, carries -0.17; number 8, O, carries -0.35

---

Entry 8:
A cluster of 2 separate species, C3H2ClF2I in total at a distorted geometry. Source: the OMol25 dataset; level of theory: ωB97M-V/def2-TZVPD.

```
! wB97M-V def2-TZVPD RIJCOSX def2/J DEFGRID3
* xyz 0 1
F -0.901 1.422 -0.251
I 3.880 0.585 -0.263
C 1.557 -0.961 1.020
Cl 1.936 -2.513 0.289
H 0.539 -1.026 1.593
H -1.274 2.161 1.641
F 0.184 3.135 0.628
C 2.218 0.135 0.860
C -0.557 2.030 0.853
*
```

Its frontier orbital gap (spin up / spin down) is 9.487 / 7.306 eV. The HOMO energy (spin up / spin down) comes out at -0.3405 / -0.3279 Ha. For the energy above the lowest of the compared OMol25 structures with the same formula, charge and spin, the calculation gives 93.2 kcal/mol. Its LUMO energy (spin up / spin down) is 0.22 / -1.62 eV. The value obtained for the largest force on an atom is 3.36 eV/A.

Atomic partial charges in e from the Mulliken method, atoms 1 to 8: number 1, F, carries -0.15; number 2, I, carries 0.20; number 3, C, carries -0.08; number 4, Cl, carries -0.16; number 5, H, carries 0.27; number 6, H, carries 0.27; number 7, F, carries -0.19; number 8, C, carries -0.24